1.
DFT (ωB97M-V with the def2-TZVPD basis set) results for a 2-piece molecular cluster, C4H8N2 overall.

Output
- Highest occupied orbital energy: -8.8 eV
- Gap between HOMO and LUMO: 9.67 eV

```
! wB97M-V def2-TZVPD RIJCOSX def2/J DEFGRID3
* xyz 0 1
C -0.51266 1.08605 -1.07412
C 0.19911 0.01919 -0.67335
C 1.58902 0.13481 -0.10956
N -0.26301 -1.28791 -0.75761
H -1.50771 0.97995 -1.50126
H -0.07424 2.07769 -1.06501
H 2.31319 -0.33605 -0.78324
H 1.65675 -0.37693 0.85937
H 1.86999 1.17998 0.03524
H 0.06746 -1.91667 -0.03809
H -1.25282 -1.39630 -0.93226
C -1.37736 -0.02639 2.00396
N -1.38963 -0.79904 2.86252
H -1.31810 0.66163 1.17341
*
```

---

2.
DFT (ωB97M-V with the def2-TZVPD basis set) results for an isolated molecule of C4H8N2.

Output
- Highest occupied orbital energy: -9.6 eV
- Gap between HOMO and LUMO: 10.61 eV

```
! wB97M-V def2-TZVPD RIJCOSX def2/J DEFGRID3
* xyz 0 1
C 1.94165 -0.15918 0.25111
N 0.55578 -0.53153 0.49388
C -0.40431 0.15099 -0.35706
C -1.69867 -0.65294 -0.48041
C -0.69873 1.53134 0.11577
N -0.93434 2.58084 0.54165
H 2.25391 -0.56050 -0.71954
H 2.57410 -0.62111 1.01416
H 2.12762 0.92684 0.25289
H 0.31598 -0.38327 1.46929
H 0.04962 0.24628 -1.35083
H -2.41103 -0.15686 -1.14590
H -1.45377 -1.64046 -0.87832
H -2.17042 -0.77977 0.49856
*
```

---

3.
DFT (ωB97M-V with the def2-TZVPD basis set) results for an isolated molecule of C4H8N2.

Output
- Highest occupied orbital energy: -6.8 eV
- Gap between HOMO and LUMO: 7.70 eV

```
! wB97M-V def2-TZVPD RIJCOSX def2/J DEFGRID3
* xyz 0 1
C -0.74217 1.16563 0.16187
C -0.54860 -1.20225 0.24931
C 0.92449 -1.13345 0.18976
C 0.82297 1.28013 0.18175
H -1.34862 1.88440 -0.25407
H -1.51374 1.13483 1.10599
H -1.47167 -0.18292 -1.40340
H -0.73116 -0.99817 1.30155
H -0.87487 -2.29714 -0.00001
H 1.65454 -1.82152 -0.50449
H 2.35452 0.04496 -0.32318
H 1.33805 2.20108 -0.18206
N -1.28624 -0.16728 -0.36436
N 1.42250 0.09170 -0.15866
*
```

---

4.
DFT (ωB97M-V with the def2-TZVPD basis set) results for an isolated molecule of C4H8N2.

Output
- Highest occupied orbital energy: -7.9 eV
- Gap between HOMO and LUMO: 8.71 eV

```
! wB97M-V def2-TZVPD RIJCOSX def2/J DEFGRID3
* xyz 0 1
C 2.07265 -0.26313 0.02715
N 0.97848 -1.21880 0.23628
C 0.81936 -0.12294 -0.73383
C 0.20245 1.19096 -0.31639
C -1.89649 -0.04106 0.06738
N -0.91143 1.00948 0.36453
H 2.98577 -0.63508 -0.42587
H 2.20483 0.52992 0.76930
H 0.49855 -0.98572 1.10371
H 0.79044 -0.44737 -1.77331
H -1.94423 -0.10278 -1.02238
H -1.64113 -1.02803 0.46109
H -2.87460 0.27519 0.43318
H -1.28464 1.83938 0.80916
*
```

---

5.
DFT (ωB97M-V with the def2-TZVPD basis set) results for an isolated molecule of C4H8N2.

Output
- Highest occupied orbital energy: -8.8 eV
- Gap between HOMO and LUMO: 9.85 eV

```
! wB97M-V def2-TZVPD RIJCOSX def2/J DEFGRID3
* xyz 0 1
C 1.69209 0.12690 -0.04649
N 1.55308 -1.22850 0.39754
C 0.58013 -0.78491 -0.58181
C -0.53290 0.22331 -0.43697
C -1.93952 0.06333 0.07169
N -0.85696 0.53314 0.93108
H 2.40969 0.43876 -0.78338
H 1.49288 0.89962 0.72457
H 1.21102 -1.25735 1.34878
H 0.66517 -1.33889 -1.53847
H -0.37177 0.99982 -1.19260
H -2.21887 -0.97753 0.14741
H -2.76871 0.76625 -0.10480
H -0.91534 1.53603 1.06344
*
```

---

6.
DFT (ωB97M-V with the def2-TZVPD basis set) results for an isolated molecule of C4H8N2.

Output
- Highest occupied orbital energy: -9.7 eV
- Gap between HOMO and LUMO: 10.69 eV

```
! wB97M-V def2-TZVPD RIJCOSX def2/J DEFGRID3
* xyz 0 1
C -0.23556 -1.95677 0.63441
C 0.42190 -0.60667 0.38953
N -0.21314 0.05364 -0.74756
C 0.24544 1.40418 -0.98860
C -0.23330 2.40014 0.00251
N -0.67378 3.14570 0.76999
H -0.22599 -2.55544 -0.28180
H -1.27812 -1.83294 0.95145
H 0.28648 -2.51090 1.42024
H 0.38934 0.00155 1.31072
H 1.48078 -0.74906 0.13658
H -1.22187 0.05273 -0.62503
H -0.08299 1.73915 -1.97843
H 1.34081 1.41469 -0.99400
*
```

---

7.
DFT (ωB97M-V with the def2-TZVPD basis set) results for an isolated molecule of C4H8N2.

Output
- Highest occupied orbital energy: -7.3 eV
- Gap between HOMO and LUMO: 7.76 eV

```
! wB97M-V def2-TZVPD RIJCOSX def2/J DEFGRID3
* xyz 0 1
C 0.10532 0.89091 0.99076
N 0.29858 -0.13048 -0.08403
C -0.88275 -1.02677 -0.34396
C 0.77707 0.48322 -1.36413
C -1.14577 -1.80269 0.80249
N -1.28540 -2.47409 1.75030
H -0.67013 1.58423 0.65778
H 1.03975 1.42893 1.18257
H -0.22952 0.36408 1.88620
H 1.02859 -0.76110 0.24800
H -1.71021 -0.41684 -0.70348
H 0.06217 0.22364 -2.14419
H 0.85889 1.56704 -1.25420
H 1.75342 0.06991 -1.62412
*
```

---

8.
DFT (ωB97M-V with the def2-TZVPD basis set) results for an isolated molecule of C4H8N2.

Output
- Highest occupied orbital energy: -7.1 eV
- Gap between HOMO and LUMO: 8.09 eV

```
! wB97M-V def2-TZVPD RIJCOSX def2/J DEFGRID3
* xyz 0 1
C -2.56593 0.48444 0.02241
C -1.28385 0.47703 0.30159
C -0.07221 -0.06026 0.02270
C 0.31041 -1.50072 -0.03302
N 0.86364 0.93698 -0.10336
N 2.22869 0.63894 0.17976
H -3.29500 0.92221 0.69283
H -2.96840 0.13515 -0.92453
H 1.18676 -1.69661 0.58395
H -0.51776 -2.11719 0.31024
H 0.53802 -1.77887 -1.06394
H 0.21614 1.76964 0.23439
H 2.69495 1.49661 0.45053
H 2.66453 0.29266 -0.67355
*
```

---

9.
DFT (ωB97M-V with the def2-TZVPD basis set) results for an isolated molecule of C4H8N2.

Output
- Highest occupied orbital energy (alpha / beta): -7.2 / -7.2 eV
- Gap between HOMO and LUMO (alpha / beta): 7.85 / 7.85 eV

```
! wB97M-V def2-TZVPD RIJCOSX def2/J DEFGRID3
* xyz 0 1
C 1.93252 0.01895 0.29411
C 0.51013 0.44163 0.08262
N -0.20720 -0.26853 -0.85289
C -1.62964 -0.13484 -0.85895
C -2.11787 -0.23078 0.61710
N -1.43835 -0.00316 1.59573
H 2.57983 0.25763 -0.56086
H 1.99233 -1.06235 0.47097
H 2.33816 0.52247 1.17406
H -0.34118 0.19157 1.66816
H 0.31051 1.51389 0.02136
H 0.09362 -1.23504 -0.94256
H -2.09137 -0.87490 -1.51668
H -1.93152 0.86346 -1.19217
*
```

---

10.
DFT (ωB97M-V with the def2-TZVPD basis set) results for C4H8N2 as an isolated structure.

Output
- Expectation value of S²: 2.0075
- Highest occupied orbital energy (alpha / beta): -5.3 / -8.3 eV
- Gap between HOMO and LUMO (alpha / beta): 6.42 / 7.82 eV

```
! wB97M-V def2-TZVPD RIJCOSX def2/J DEFGRID3
* xyz 0 3
C 2.02491 0.32713 0.08243
C 0.72696 1.06661 -0.31929
C 1.24487 -1.05291 -0.06599
C -2.13069 0.26122 0.06619
N 0.18329 -0.19258 -0.21559
N -1.08480 -0.66096 -0.40622
H 3.07820 0.27808 -0.40543
H 2.29967 0.33211 1.10985
H 0.57788 1.79701 -0.97840
H 1.27378 -1.88802 0.74612
H -2.58067 -0.11049 1.12835
H -1.56028 1.26330 -0.00123
H -2.82357 0.17164 -0.73132
H -1.22955 -1.59215 -0.00948
*
```

---

11.
DFT (ωB97M-V with the def2-TZVPD basis set) results for a 2-piece molecular cluster, C4H8N2 overall.

Output
- Highest occupied orbital energy: -17.5 eV
- Gap between HOMO and LUMO: 5.83 eV

```
! wB97M-V def2-TZVPD RIJCOSX def2/J DEFGRID3
* xyz 2 1
C -0.92507 -0.27082 -0.07509
C 0.47925 -0.10006 -0.10460
C -4.56213 0.03925 0.07870
C 1.81908 0.44137 0.34714
N -0.10961 -1.05330 -0.81503
N 3.03849 -0.16791 -0.32205
H -4.07986 0.46684 -0.70890
H -5.49741 -0.44769 -0.05144
H -4.16576 -0.04025 1.19470
H 2.01288 0.40150 1.39908
H 1.81425 1.50507 0.34121
H 3.81782 -0.05826 0.26791
H 3.48411 0.37221 -1.00823
H 2.87396 -1.08795 -0.54340
*
```

---

12.
DFT (ωB97M-V with the def2-TZVPD basis set) results for an isolated molecule of C4H8N2O.

Output
- Highest occupied orbital energy: -7.5 eV
- Gap between HOMO and LUMO: 7.62 eV

```
! wB97M-V def2-TZVPD RIJCOSX def2/J DEFGRID3
* xyz 0 1
C -0.64274 -1.85349 -0.14347
C 0.79036 0.45191 -0.94003
C -0.20236 -0.47631 0.18463
N -0.03930 1.06483 -1.95958
N -0.11350 0.79985 2.42841
C -0.20281 0.29135 1.20268
O 1.83243 -0.14512 -1.30679
H 0.52139 1.28779 -2.77445
H -0.57422 1.86247 -1.63419
H -0.88413 1.30677 2.84200
H 0.75249 0.71426 2.94625
H 0.95863 1.30918 -0.07369
H 0.18644 -2.35631 -0.64632
H -0.91665 -2.43883 0.73467
H -1.46604 -1.81835 -0.86012
*
```

---

What are the ΔE to the lowest compared entry with this formula, charge and spin values for these records? In order: 1.0149 0.5109 4.6770 3.7118 3.5082 0.5155 2.6659 4.0475 3.4124 3.0140 5.3672 5.3148 eV.